## A
Computed, not measured: one molecule with the formula CH2N4S, with ωB97M-V/def2-TZVPD.

Output
Kohn-Sham gap, Eh: 0.3770
E_HOMO, eV: -9.96
M, g mol⁻¹: 102.1
LUMO energy, Ha: 0.011
SMILES: Sn1cnnn1

Structure (ORCA input):
```
! RIJCOSX wB97M-V def2-TZVPD def2/J DEFGRID3
* xyz 0 1
C 0.6817 1.1360 0.0339
H -2.0460 -1.3319 0.3326
H 0.0837 2.2055 -0.0284
N -0.1760 0.0249 -0.1177
N 1.8797 0.5943 0.0287
N 1.7966 -0.7687 0.0430
N 0.5061 -1.0874 -0.0520
S -1.8858 0.0605 0.0111
*
```

Atomic partial charges in e from the natural (NBO) method, atoms 1 to 6:
1. C 0.118
2. H 0.180
3. H 0.251
4. N -0.326
5. N -0.291
6. N -0.060

=====

## B
Computed, not measured: one molecule with the formula CH2N4S, with ωB97M-V/def2-TZVPD.

Output
Kohn-Sham gap, Eh: 0.2785
E_HOMO, eV: -8.67
M, g mol⁻¹: 102.1
LUMO energy, Ha: -0.040

Structure (ORCA input):
```
! RIJCOSX wB97M-V def2-TZVPD def2/J DEFGRID3
* xyz 0 1
C 1.0791 0.1924 0.1717
N 0.3303 -1.0495 0.4399
N -0.8467 -1.2066 0.1429
N -1.8232 -0.9230 -0.3526
N -1.4530 0.9844 -0.6840
S -0.4451 1.4123 0.2941
H 1.7590 0.4621 0.8936
H 1.3995 0.1281 -0.9056
*
```

Atomic partial charges in e from the natural (NBO) method, atoms 1 to 6:
1. C -0.427
2. N -0.362
3. N 0.218
4. N 0.022
5. N -0.717
6. S 0.825

=====

Of the structures shown above, B is the least stable.